{
  "formula": "C30H72F2N2O8P",
  "method": "ωB97M-V/def2-TZVPD",
  "elements": ["P", "F", "F", "O", "O", "O", "O", "O", "O", "O", "O", "N", "N", "C", "C", "C", "C", "C", "C", "C", "C", "C", "C", "C", "C", "C", "C", "C", "C", "C", "C", "C", "C", "C", "C", "C", "C", "C", "C", "C", "C", "C", "C", "H", "H", "H", "H", "H", "H", "H", "H", "H", "H", "H", "H", "H", "H", "H", "H", "H", "H", "H", "H", "H", "H", "H", "H", "H", "H", "H", "H", "H", "H", "H", "H", "H", "H", "H", "H", "H", "H", "H", "H", "H", "H", "H", "H", "H", "H", "H", "H", "H", "H", "H", "H", "H", "H", "H", "H", "H", "H", "H", "H", "H", "H", "H", "H", "H", "H", "H", "H", "H", "H", "H", "H"],
  "coordinates": [[3.2944, -2.4159, -0.6234], [1.3429, -2.0664, 1.9358], [-0.1509, -5.5397, -3.6104], [-3.8232, 3.5604, 2.6789], [0.5666, 3.3886, -2.9171], [3.8830, -1.9841, 0.8205], [-2.7563, -0.6340, -0.5421], [-7.3325, 6.3643, 4.1077], [7.4897, -5.7538, 0.7640], [5.9892, -2.4606, -1.5788], [-1.5461, 4.8599, 1.5156], [-2.0727, -6.3015, -1.1743], [0.8107, -2.4987, 0.7718], [-2.0416, -3.8120, -1.1308], [-1.6837, 1.3824, -1.3734], [3.7234, -4.2039, -0.7534], [7.5148, -7.0667, 0.1917], [0.8940, -5.2021, -2.7730], [-4.7080, 3.9070, 4.9113], [-9.0348, 4.7100, 3.6046], [-0.1623, 4.7946, -4.7590], [-9.2878, 7.1119, 2.8763], [-1.2002, 5.9233, 0.6189], [6.3569, -7.2471, -0.7760], [7.2804, -2.7720, -1.0159], [7.5336, -8.1292, 1.2746], [-3.7025, 1.5065, 0.1327], [-1.2496, 5.4210, -0.8120], [-8.7346, 6.1645, 3.9269], [0.9463, -3.6846, -2.6506], [-0.6701, -3.6660, -0.4884], [7.3770, -2.3123, 0.4256], [-0.0293, 2.2862, -4.9976], [-2.3430, -5.1872, -1.7008], [0.4517, -3.0340, -1.3540], [8.3823, -2.1904, -1.8806], [-4.0587, 2.9393, 3.9384], [1.4945, -2.6950, -0.2912], [-2.4492, 0.7409, -0.2312], [-0.2899, 3.4529, -4.0606], [0.1492, 6.5173, 0.9791], [-2.7724, 2.3451, 4.4929], [-0.6421, -2.7028, 0.7010], [-4.7591, 2.1297, 3.7136], [-1.3972, 2.4067, -1.1356], [1.9565, -3.3300, -2.8590], [6.3978, -8.2218, -1.2630], [3.7062, -4.5190, -1.7951], [-1.0434, 6.2216, -1.5242], [-0.8587, 4.8688, -5.5949], [-3.4655, 2.5229, 0.4453], [7.3274, -3.8622, -1.0450], [-4.3761, 1.5512, -0.7291], [-2.3355, 1.6458, 3.7777], [-2.8902, -5.2000, -2.6434], [0.3400, -3.2909, -3.4677], [1.4780, 3.4879, -3.2157], [5.9173, -1.4984, -1.6147], [0.7132, -5.7079, -1.8220], [9.3625, -2.4744, -1.4976], [6.3741, -6.4744, -1.5457], [3.8294, -2.6130, 1.5496], [-2.0462, 3.1398, 4.6857], [6.6850, -5.6819, 1.2901], [6.6104, -8.0884, 1.8611], [0.1549, 6.8635, 2.0120], [-0.7755, 0.8259, -1.6123], [-1.8020, 0.6707, 0.6492], [0.9353, 5.7656, 0.8597], [-1.5913, -6.2122, -0.2761], [-10.1091, 4.5390, 3.5230], [-9.0645, 8.1455, 3.1380], [0.0626, -2.0374, -1.6202], [-1.2945, 3.3602, -3.6392], [-4.2280, 1.0249, 0.9566], [-1.1171, -1.7500, 0.4480], [8.3760, -7.9758, 1.9474], [-8.5766, 4.4344, 2.6498], [-2.2336, 5.0045, -1.0323], [-4.9441, 3.4224, 5.8599], [3.1170, -4.8824, -0.1530], [-1.9807, 6.6698, 0.7785], [8.3349, -2.6060, 0.8532], [-3.3563, -0.6310, -1.2974], [-1.0235, -3.0995, 1.6380], [-0.4976, 4.6429, -0.9701], [0.8499, 4.9206, -5.1539], [-2.3097, 1.4167, -2.2707], [6.5848, -2.7526, 1.0320], [-0.3647, 5.6087, -4.0640], [-2.1648, -3.0489, -1.9014], [-0.3090, -4.6286, -0.1089], [8.2942, -2.5432, -2.9075], [1.8052, -5.6048, -3.2129], [4.7645, -4.2365, -0.4311], [-8.6355, 4.0566, 4.3801], [-9.1641, 6.4141, 4.8997], [0.3902, 7.3587, 0.3283], [-0.1389, 1.3385, -4.4691], [7.6100, -9.1271, 0.8421], [-10.3686, 7.0016, 2.7787], [7.2893, -1.2238, 0.4883], [-8.8390, 6.8971, 1.9018], [-0.8927, 4.1592, 1.4095], [0.9865, 2.3435, -5.3988], [8.4557, -7.0937, -0.3613], [-4.0327, 4.7421, 5.1188], [-3.1902, 4.2830, 2.7867], [-0.7217, 2.2980, -5.8402], [8.3270, -1.0978, -1.8836], [-6.8940, 6.1660, 3.2718], [-2.9524, 1.8185, 5.4314], [5.4057, -7.1854, -0.2358], [-5.6272, 4.3153, 4.4930], [-2.8092, -3.5989, -0.3801]],
  "atomic_forces_ev_per_a": [[0.21, -0.12, -0.11], [0.02, 0.01, 0.01], [-0.16, -0.05, -0.15], [-0.10, -0.04, 0.04], [0.08, -0.10, 0.04], [-0.12, 0.11, 0.04], [0.14, -0.06, -0.09], [0.03, -0.03, -0.04], [-0.12, 0.07, -0.05], [-0.12, 0.20, 0.13], [0.05, 0.06, 0.08], [-0.05, 0.01, -0.01], [-0.07, -0.08, 0.12], [-0.02, 0.10, -0.12], [-0.03, -0.02, -0.03], [-0.08, 0.03, 0.03], [0.05, 0.00, -0.04], [0.02, -0.04, 0.19], [-0.01, 0.04, -0.02], [0.02, 0.00, -0.01], [0.03, 0.00, 0.00], [0.02, 0.00, -0.01], [-0.03, -0.02, -0.01], [-0.02, 0.01, 0.02], [0.12, -0.16, -0.04], [-0.01, 0.02, 0.01], [-0.03, -0.02, -0.05], [-0.02, 0.00, -0.03], [-0.02, 0.00, 0.05], [0.02, 0.06, 0.05], [0.10, 0.03, 0.06], [-0.06, 0.03, -0.01], [0.02, 0.00, 0.01], [0.03, -0.06, 0.10], [-0.04, 0.05, 0.02], [-0.04, 0.01, -0.02], [0.01, 0.02, 0.01], [-0.06, -0.06, -0.03], [0.03, 0.04, 0.06], [-0.07, 0.03, 0.03], [0.01, -0.02, 0.01], [0.01, 0.01, -0.02], [-0.04, 0.06, -0.04], [0.00, 0.00, 0.03], [0.01, -0.01, 0.02], [0.03, 0.07, -0.01], [0.01, 0.00, 0.00], [0.00, 0.01, -0.02], [-0.01, 0.02, 0.02], [0.00, 0.00, 0.00], [-0.02, 0.00, 0.02], [0.02, 0.01, 0.02], [0.01, 0.02, 0.00], [0.00, 0.00, 0.00], [0.05, -0.01, 0.00], [-0.01, -0.07, -0.01], [-0.03, 0.04, -0.02], [0.07, -0.01, -0.09], [0.06, 0.01, 0.04], [0.00, 0.00, 0.00], [0.00, 0.00, 0.00], [0.03, -0.04, -0.02], [0.00, -0.01, 0.01], [0.07, -0.04, 0.08], [0.00, -0.01, 0.00], [0.00, -0.01, 0.00], [0.01, 0.00, 0.00], [0.00, 0.03, 0.00], [0.01, 0.01, 0.00], [0.00, 0.04, -0.02], [0.00, 0.00, 0.00], [0.00, 0.00, 0.00], [0.11, 0.01, -0.07], [0.00, 0.02, -0.03], [0.01, -0.01, 0.00], [-0.10, -0.07, 0.09], [0.00, 0.00, 0.00], [-0.01, -0.01, 0.00], [0.00, 0.01, 0.00], [0.01, -0.02, 0.00], [0.01, 0.04, 0.05], [0.00, 0.00, -0.01], [0.00, -0.01, 0.00], [-0.05, 0.01, 0.06], [0.09, 0.00, 0.03], [0.01, 0.02, -0.03], [-0.01, 0.01, -0.01], [0.00, -0.01, 0.00], [0.01, 0.00, -0.01], [0.01, 0.00, 0.00], [-0.04, -0.03, 0.00], [-0.07, -0.04, -0.09], [0.00, 0.00, 0.00], [0.04, 0.02, -0.03], [-0.01, -0.05, -0.03], [0.00, 0.00, 0.00], [-0.02, -0.01, -0.02], [0.00, 0.00, 0.00], [0.00, 0.00, 0.00], [0.00, 0.00, 0.00], [0.00, 0.00, 0.00], [0.01, 0.00, 0.01], [-0.01, 0.00, 0.00], [-0.02, 0.00, 0.03], [-0.01, -0.01, -0.01], [-0.01, -0.02, 0.00], [0.00, -0.01, 0.02], [0.08, -0.06, -0.13], [0.00, 0.00, 0.00], [0.02, 0.00, 0.00], [0.00, 0.02, 0.01], [0.00, 0.00, 0.00], [0.00, -0.01, -0.01], [-0.01, 0.00, 0.04], [-0.02, 0.00, -0.04]],
  "mulliken_charge": [0.0845, -0.2288, -0.3395, -0.3317, -0.4970, -0.4695, -0.5517, -0.5225, -0.4661, -0.4866, -0.4552, -0.6335, 0.3965, -0.5408, -0.8073, -0.6358, 0.3893, -0.4682, -1.2882, -1.2230, -1.3769, -1.2598, 0.3642, -1.1444, 0.8149, -1.3689, -1.4001, -1.1002, 0.3952, -1.1141, 0.1419, -1.1439, -1.3490, -0.3370, 0.5634, -1.5048, 0.5997, 0.1602, 0.7044, 0.8091, -1.4319, -1.2914, -0.6319, 0.2931, -0.0101, 0.6581, 0.4414, 0.2743, 0.4336, 0.3824, 0.2211, -0.0991, 0.4137, 0.2124, 0.4339, 0.5535, 0.2976, 0.3603, 0.2950, 0.4008, 0.2497, 0.3153, 0.2918, 0.3155, 0.3644, 0.3717, 0.1780, 0.1460, 0.3321, 0.2979, 0.4214, 0.3136, -0.0736, 0.1587, 0.3424, -0.2081, 0.3206, 0.2903, 0.3087, 0.4218, 0.5527, 0.3210, 0.4254, 0.3347, 0.5128, 0.1690, 0.3659, 0.3454, 0.1090, 0.2754, 0.2974, 0.4823, 0.3605, 0.3209, -0.1813, 0.2898, 0.2621, 0.3864, 0.2348, 0.3939, 0.3778, 0.4015, 0.3278, 0.2569, 0.3760, 0.2815, 0.3442, 0.2270, 0.3799, 0.3977, 0.3244, 0.4260, 0.2407, 0.1629, 0.4738],
  "homo_ev": -11.3,
  "lumo_energy_ev": -3.594,
  "charge": 1,
  "homo_lumo_gap_ev": 7.7173
}

{
  "formula": "C4H9N3",
  "method": "ωB97M-V/def2-TZVPD",
  "elements": ["N", "N", "N", "C", "C", "C", "C", "H", "H", "H", "H", "H", "H", "H", "H", "H"],
  "coordinates": [[-2.8872, 0.8554, -0.4097], [1.4479, 0.0287, 0.2584], [-0.5190, 0.8086, -0.8510], [2.2892, 0.4538, -0.9258], [-1.7152, 0.7678, -0.8402], [0.1741, -1.5353, 1.8461], [0.9156, -0.8622, 0.7862], [3.2880, 0.6781, -0.3984], [2.4663, -0.2295, -1.6393], [-3.5794, 0.0702, -0.6933], [0.5614, -1.6927, 2.8843], [-0.4201, -2.4567, 1.6202], [-3.2965, 1.6899, -0.1962], [-0.9024, -0.8259, 1.5593], [0.1081, 0.7332, -1.6795], [2.0692, 1.5166, -1.3212]],
  "atomic_forces_ev_per_a": [[-1.61, -4.97, -1.80], [5.30, 9.11, -4.38], [-1.72, -0.73, -1.84], [0.91, 3.24, 4.61], [2.83, 1.04, 0.77], [-1.61, 1.29, -1.35], [-4.30, -10.21, 4.33], [-1.20, -0.31, -0.66], [-0.10, -2.79, -2.72], [1.25, 1.40, 0.83], [-0.28, 1.26, -0.65], [0.97, 0.22, -0.57], [-1.37, 3.28, 0.75], [1.80, -0.81, 1.27], [-0.68, 0.51, 0.60], [-0.19, -1.54, 0.81]],
  "mulliken_charge": [-0.2548, -0.0726, -0.2415, -0.8296, 0.4052, -0.5092, 0.4152, 0.3819, 0.4449, 0.3702, 0.3302, 0.3694, 0.3001, 0.1446, 0.3615, 0.3843],
  "de_lowest_ev": 4.797,
  "homo_ev": [-15.3, -20.5],
  "lumo_energy_ev": [-9.295, -13.653],
  "charge": 2,
  "spin_multiplicity": 3,
  "homo_lumo_gap_ev": [5.9697, 6.8528]
}

{
  "formula": "C4H4AlO5",
  "method": "ωB97M-V/def2-TZVPD",
  "elements": ["Al", "O", "O", "O", "O", "O", "C", "C", "C", "C", "H", "H", "H", "H"],
  "coordinates": [[0.3409, 0.1957, -2.4846], [0.7863, 0.0871, 0.6159], [-0.3258, -0.6047, -1.2431], [-1.1973, 1.3185, 0.3683], [0.8061, 1.2974, -1.2785], [1.9201, -0.7248, -2.9497], [0.1326, 0.4326, -0.5493], [-1.4159, 0.4497, 1.4258], [2.8924, -1.2621, -3.1760], [-0.1142, -0.3474, 1.6329], [-2.2088, -0.2886, 1.1771], [-1.6799, 0.9982, 2.3508], [0.3566, -0.1263, 2.6003], [-0.2930, -1.4253, 1.5100]],
  "atomic_forces_ev_per_a": [[0.62, 1.32, -4.73], [-0.25, 0.49, -1.11], [-2.65, -1.82, 1.49], [0.79, -1.42, -1.64], [-0.07, 0.90, -0.38], [-0.28, 0.18, -0.12], [0.50, 1.03, 7.16], [0.27, -0.11, 0.08], [1.15, -0.64, -0.27], [0.14, -0.45, 0.17], [-0.12, 0.55, 0.12], [-0.15, -0.07, -0.60], [-0.07, -0.21, -0.41], [0.12, 0.26, 0.24]],
  "mulliken_charge": [0.1617, -0.4104, -0.1679, -0.3918, -0.3083, 0.1640, 1.2045, -0.1896, 0.2116, -0.4427, 0.2577, 0.3261, 0.3158, 0.2693],
  "de_lowest_ev": 3.884,
  "homo_ev": [-14.5, -12.0],
  "lumo_energy_ev": [-7.031, -8.409],
  "charge": 1,
  "homo_lumo_gap_ev": [7.4829, 3.5576]
}

Copy entry 3 word for word.
{
  "formula": "C4H4AlO5",
  "method": "ωB97M-V/def2-TZVPD",
  "elements": ["Al", "O", "O", "O", "O", "O", "C", "C", "C", "C", "H", "H", "H", "H"],
  "coordinates": [[0.3409, 0.1957, -2.4846], [0.7863, 0.0871, 0.6159], [-0.3258, -0.6047, -1.2431], [-1.1973, 1.3185, 0.3683], [0.8061, 1.2974, -1.2785], [1.9201, -0.7248, -2.9497], [0.1326, 0.4326, -0.5493], [-1.4159, 0.4497, 1.4258], [2.8924, -1.2621, -3.1760], [-0.1142, -0.3474, 1.6329], [-2.2088, -0.2886, 1.1771], [-1.6799, 0.9982, 2.3508], [0.3566, -0.1263, 2.6003], [-0.2930, -1.4253, 1.5100]],
  "atomic_forces_ev_per_a": [[0.62, 1.32, -4.73], [-0.25, 0.49, -1.11], [-2.65, -1.82, 1.49], [0.79, -1.42, -1.64], [-0.07, 0.90, -0.38], [-0.28, 0.18, -0.12], [0.50, 1.03, 7.16], [0.27, -0.11, 0.08], [1.15, -0.64, -0.27], [0.14, -0.45, 0.17], [-0.12, 0.55, 0.12], [-0.15, -0.07, -0.60], [-0.07, -0.21, -0.41], [0.12, 0.26, 0.24]],
  "mulliken_charge": [0.1617, -0.4104, -0.1679, -0.3918, -0.3083, 0.1640, 1.2045, -0.1896, 0.2116, -0.4427, 0.2577, 0.3261, 0.3158, 0.2693],
  "de_lowest_ev": 3.884,
  "homo_ev": [-14.5, -12.0],
  "lumo_energy_ev": [-7.031, -8.409],
  "charge": 1,
  "homo_lumo_gap_ev": [7.4829, 3.5576]
}